58
Properties=species:S:1:pos:R:3:lowdin_charge:R:1 method="wB97M-V/def2-TZVPD" mol_weight_g_mol=457.073 e_above_lowest_kj_mol=343.9 homo_energy_ev=-7.0135 lumo_energy_ev=1.41 gap_ev=8.428 total_charge=-1
O -16.3072 13.0711 14.9494 0.095
C -17.5232 13.0050 15.2401 -0.365
O -18.2635 12.0486 14.8761 0.280
B -19.6398 12.5527 14.9565 -0.895
O -19.5078 13.8697 15.6047 0.344
C -18.2969 14.1068 15.7026 -0.442
O -17.8254 15.1994 15.9677 0.110
O -20.4695 11.6630 15.7021 0.323
C -21.4117 11.3047 14.9291 -0.404
O -22.0345 10.2894 15.0429 0.180
C -21.3065 11.9943 13.6673 -0.408
O -20.2573 12.6807 13.6582 0.302
O -21.9159 11.7139 12.6438 0.119
O -15.4628 15.4831 17.3951 -0.024
H -16.2935 15.7763 17.1305 -0.034
H -14.9338 15.2893 16.6326 0.016
O -20.8578 8.4826 16.4277 -0.098
H -20.1444 8.8089 15.8895 -0.042
H -21.5383 9.0433 15.9860 -0.013
O -19.2310 9.8317 12.9198 0.024
H -19.1180 10.7195 12.5250 0.026
H -20.1102 9.7293 12.7950 -0.007
O -20.9622 13.6722 10.6831 -0.094
H -21.2809 12.8910 11.2546 0.020
H -20.8472 14.4467 11.2646 0.039
O -23.5528 11.3888 10.0889 -0.093
H -23.2584 11.6854 10.9725 0.013
H -23.3289 12.1001 9.3942 0.092
O -18.3357 11.8031 11.0650 -0.063
H -18.3859 12.6701 11.5184 -0.003
H -19.2498 11.5221 10.9064 -0.024
O -15.4924 10.2933 15.6650 -0.036
H -16.2136 10.7453 16.1433 0.021
H -14.7575 10.9067 15.7207 0.039
O -14.1807 12.1589 13.9216 -0.054
H -13.5240 12.5559 14.5126 0.062
H -14.9546 12.4895 14.3746 -0.048
O -18.4655 9.3827 15.5111 -0.045
H -18.4635 9.7866 14.6305 0.009
H -18.5215 10.1046 16.1218 -0.023
O -17.7384 10.8399 17.5587 -0.024
H -17.4263 11.6921 17.9014 0.079
H -17.3807 10.1642 18.1523 0.091
O -16.3215 10.1791 13.2174 -0.034
H -17.0927 10.6711 13.0158 -0.031
H -16.1284 10.2461 14.1507 -0.049
O -18.0301 14.1099 12.3842 -0.006
H -18.3467 15.0038 12.5757 0.079
H -17.0988 14.1640 12.3908 -0.008
O -16.4392 16.5361 13.9528 -0.012
H -15.6164 16.1235 14.1413 0.000
H -16.9693 16.1811 14.6495 -0.018
O -20.6674 10.6749 10.3467 -0.007
H -20.7078 10.9880 9.4484 0.071
H -21.5582 10.5151 10.2569 -0.017
O -15.2696 14.3516 12.6243 -0.034
H -14.8091 13.5331 12.7431 0.010
H -15.3361 14.5996 13.5564 0.006